[1]
61
Properties=species:S:1:pos:R:3 method="wB97M-V/def2-TZVPD" lumo_energy_ev="-0.26 / -0.46" relative_energy_kj_mol=96.85 homo_lumo_gap_ev="6.052 / 5.754" s2=2.07 charge=0 e_homo_ev="-6.3 / -6.2" multiplicity=3
C -1.1986 -0.7964 -0.1408
C -1.3305 -1.7633 -1.1988
C -1.3003 -3.0527 -0.5919
H -1.4987 -1.5407 -2.2478
C -1.1795 -2.8938 0.8159
C -1.0874 -1.5057 1.0952
H -1.0165 -1.0537 2.0853
H -1.2953 0.2755 -0.2476
H -1.4692 -3.9964 -1.1088
H -1.2505 -3.6921 1.5643
Ni 0.4239 -1.8947 -0.1990
C 3.8088 0.0806 -3.3905
H 3.7181 0.6088 -2.4360
H 4.7454 -0.4508 -3.5608
H 3.3826 0.6192 -4.2552
Si 2.0493 -1.6962 -2.8673
C 2.1352 -1.7630 -4.7777
C 0.9476 -1.6409 -5.5347
H 0.0022 -1.4654 -5.0207
C 0.9751 -1.7351 -6.9443
H 0.0656 -1.5928 -7.5296
C 2.1659 -2.0519 -7.6231
H 2.1735 -2.1851 -8.7099
C 3.3413 -2.1872 -6.8772
H 4.2823 -2.4414 -7.3678
C 3.3451 -1.9628 -5.4900
H 4.3176 -1.9236 -4.9942
C 1.9417 -3.5121 -2.4575
C 2.0798 -4.5233 -3.4502
H 2.2627 -4.2304 -4.4816
C 1.9561 -5.8782 -3.1263
H 2.0817 -6.6275 -3.9096
C 1.6803 -6.2799 -1.8101
H 1.5989 -7.3407 -1.5499
C 1.5070 -5.3024 -0.8234
H 1.3074 -5.5769 0.2130
C 1.6079 -3.9480 -1.1412
H 1.5269 -3.2493 -0.2772
H 5.7408 1.8426 -2.8369
H 5.5046 1.7871 -3.5581
N 1.4929 2.5326 1.8839
C 0.3522 3.2134 2.2872
C 0.1465 4.4976 2.7578
C -1.1836 4.9455 2.8686
C -2.2583 4.0860 2.5878
C -2.0350 2.7770 2.1362
C -0.7225 2.3589 1.9315
N -0.2071 1.2394 1.3181
C 1.1370 1.3399 1.3162
C 2.1605 0.4005 0.8910
C 3.4918 0.7417 0.8817
S 4.5246 -0.5774 0.5431
C 3.1557 -1.5883 0.3829
N 1.9475 -0.9600 0.5010
H 2.4405 2.8587 2.0244
H 1.0063 5.1244 3.0059
H -1.3864 5.9706 3.1758
H -3.2775 4.4503 2.7211
H -2.8363 2.0718 1.9180
H 3.8633 1.7379 1.0628
H 3.2937 -2.6441 0.1295

[2]
61
Properties=species:S:1:pos:R:3 method="wB97M-V/def2-TZVPD" lumo_energy_ev=4.55 homo_lumo_gap_ev=3.793 charge=-2 e_homo_ev=0.8
Zn 0.4379 -0.9849 -1.7267
N 1.0508 -4.0981 1.3528
C 0.9533 -3.2697 0.2165
S 1.9296 -1.7339 0.2764
N 0.2469 -3.6602 -0.7690
N -0.0392 -2.8272 -1.7593
C -0.1136 -3.3069 -3.0513
C 0.2310 -2.4776 -4.0766
C 0.3424 -2.8989 -5.4499
C 0.8347 -2.0590 -6.3892
C 1.2259 -0.7428 -6.0158
C 1.0733 -0.3749 -4.7044
N 0.5793 -1.1545 -3.7521
H 1.7838 -3.7512 1.9628
H 0.1706 -4.1427 1.8587
H -0.3245 -4.3585 -3.2040
H 0.0610 -3.9191 -5.6883
H 0.9520 -2.3791 -7.4208
H 1.6475 -0.0661 -6.7460
H 1.3665 0.6172 -4.3803
O 3.3741 1.7032 -1.7175
C 2.5489 1.2116 -0.9687
O 1.3736 0.7763 -1.2920
C 2.6748 1.0705 0.5293
P 0.8885 0.3248 0.7235
C 0.0515 2.0252 0.8578
C 0.2193 3.0815 -0.0302
C -0.5738 4.2141 0.0423
C -1.5875 4.3058 0.9784
C -1.7779 3.2622 1.8666
C -0.9504 2.1573 1.8205
C 1.1123 0.1237 2.5736
C 1.0143 -1.0791 3.2562
C 1.3058 -1.1646 4.6053
C 1.7239 -0.0464 5.3044
C 1.8352 1.1615 4.6380
C 1.5233 1.2403 3.2950
H 2.8744 2.0297 1.0122
H 3.4538 0.3623 0.8222
H 0.9774 3.0353 -0.7973
H -0.4093 5.0313 -0.6504
H -2.2116 5.1896 1.0322
H -2.5764 3.3063 2.5967
H -1.0703 1.3840 2.5656
H 0.7095 -1.9643 2.7192
H 1.2232 -2.1146 5.1153
H 1.9828 -0.1144 6.3548
H 2.1796 2.0444 5.1644
H 1.5990 2.1960 2.7960
Cl -1.6368 0.7322 -2.2381
C -2.5225 0.5096 -0.7744
C -3.8479 0.8739 -0.7185
C -4.5797 0.6473 0.4387
C -3.9646 0.0039 1.5014
C -2.6350 -0.3472 1.4256
Cl -1.9454 -1.1639 2.7855
C -1.8073 -0.0681 0.3115
N -0.5160 -0.4072 0.1999
H -4.3051 1.3353 -1.5826
H -5.6152 0.9464 0.5054
H -4.5221 -0.2275 2.3985

Number 1: molecular weight 524.391 g/mol. Number 2: molecular weight 647.843 g/mol.